Density functional theory data (ωB97M-V with the def2-TZVPD basis set) for a 12-piece molecular cluster, C22H69N9O12 overall.

Geometry as XYZ:
```
112
C22H69N9O12, DFT ωB97M-V with the def2-TZVPD basis set
C -33.996 -2.053 18.037
C -34.968 -2.705 17.041
O -35.566 -1.826 16.136
H -34.474 -1.321 18.691
H -33.117 -1.544 17.646
H -33.731 -2.933 18.632
H -35.714 -3.162 17.698
H -34.493 -3.551 16.528
H -34.906 -1.258 15.718
C -29.176 1.191 19.740
C -29.636 -0.124 19.190
O -30.906 0.074 18.545
H -28.307 1.038 20.382
H -29.980 1.681 20.287
H -28.814 1.836 18.937
H -29.795 -0.916 19.931
H -28.950 -0.549 18.449
H -31.116 -0.727 18.049
C -31.176 -4.208 13.916
C -30.388 -5.495 13.943
O -29.465 -5.373 12.847
H -31.840 -4.040 14.769
H -31.868 -4.255 13.079
H -30.536 -3.329 13.899
H -30.954 -6.424 13.837
H -29.842 -5.610 14.889
H -28.969 -6.197 12.791
C -34.739 2.504 12.044
C -35.962 1.962 12.761
O -37.043 1.962 11.822
H -34.630 2.159 11.015
H -33.810 2.418 12.613
H -34.843 3.581 11.873
H -36.238 2.526 13.653
H -35.822 0.942 13.134
H -37.153 1.071 11.485
C -29.740 -1.664 12.318
C -29.335 -2.553 11.153
O -29.899 -3.851 11.286
H -30.826 -1.624 12.191
H -29.372 -0.652 12.136
H -29.473 -2.008 13.315
H -28.249 -2.704 11.100
H -29.651 -2.084 10.223
H -29.504 -4.283 12.048
C -33.471 1.055 15.256
C -32.375 0.115 14.752
O -32.803 -1.242 14.959
H -34.356 1.064 14.612
H -33.110 2.083 15.206
H -33.815 0.737 16.238
H -31.459 0.234 15.339
H -32.136 0.229 13.693
H -32.332 -1.598 15.717
C -33.337 -2.099 11.791
C -34.697 -1.480 12.039
O -35.647 -2.318 11.407
H -33.270 -3.074 12.271
H -32.505 -1.459 12.086
H -33.135 -2.364 10.749
H -34.772 -0.440 11.701
H -34.822 -1.399 13.127
H -36.516 -1.910 11.399
C -29.561 -2.983 16.690
O -30.474 -2.178 16.870
N -29.518 -4.171 17.348
N -28.505 -2.783 15.839
H -30.386 -4.445 17.775
H -28.788 -4.826 17.147
H -27.896 -3.549 15.630
H -28.723 -2.065 15.166
C -33.102 2.876 17.920
O -33.947 3.757 17.703
N -33.391 1.726 18.569
N -31.801 2.987 17.556
H -32.611 1.134 18.811
H -34.271 1.546 19.009
H -31.473 3.813 17.089
H -31.185 2.205 17.708
C -36.183 3.014 15.062
O -35.128 3.258 14.465
N -37.407 3.207 14.499
N -36.204 2.693 16.376
H -37.495 3.567 13.567
H -38.232 2.840 14.933
H -35.366 2.876 16.934
H -37.020 2.465 16.911
C -32.374 5.663 15.129
O -31.314 6.313 15.022
N -32.511 4.349 14.847
N -33.513 6.275 15.504
H -31.730 3.821 14.479
H -33.442 3.940 14.852
H -34.354 5.753 15.676
H -33.578 7.270 15.588
C -28.837 4.375 16.139
C -28.503 2.892 16.051
C -29.003 2.264 14.764
O -30.409 2.439 14.668
C -30.908 1.741 13.537
N -27.030 2.749 16.066
H -28.304 4.829 16.976
H -29.887 4.559 16.388
H -28.660 4.906 15.205
H -28.907 2.378 16.926
H -28.743 1.199 14.724
H -28.501 2.675 13.879
H -30.734 0.665 13.588
H -30.442 2.141 12.628
H -31.964 2.003 13.469
H -26.616 3.360 16.757
H -26.659 3.078 15.179
```

The value obtained for the HOMO-LUMO gap is 8.57 eV. As for the energy: -2275.210880 a.u. Its SMILES is COC[C@H](C)N.NC(N)=O.NC(N)=O.NC(N)=O.NC(N)=O.CCO.CCO.CCO.CCO.CCO.CCO.CCO. For the energy above the lowest of the compared OMol25 structures with the same formula, charge and spin, the calculation gives 0.0 kJ/mol. Its net charge is 0.